20
Properties=species:S:1:pos:R:3 method="wB97M-V/def2-TZVPD" e_homo_ev=-13.674 smiles="N[C@@H]1C(=O)[C@@]12CCC[NH2+]2" e_above_lowest_ev=3.723 spin_multiplicity=1 max_force_ev_per_a=4.5 total_charge=+1
N 1.526 -1.782 -0.203
C 1.496 -0.498 -0.800
C 1.918 0.654 0.104
O 2.778 1.157 0.748
C 0.457 0.422 -0.166
C -0.590 1.134 -0.992
C -1.792 1.098 -0.074
C -1.584 -0.105 0.854
N -0.142 -0.276 1.006
H 2.321 -2.143 0.405
H 1.004 -2.588 -0.538
H 1.873 -0.374 -1.795
H -0.880 0.539 -1.821
H -0.163 2.060 -1.356
H -1.874 1.939 0.646
H -2.785 0.904 -0.717
H -2.138 0.069 1.680
H -1.912 -1.074 0.421
H 0.147 0.136 1.901
H 0.341 -1.273 0.696

***

20
Properties=species:S:1:pos:R:3 method="wB97M-V/def2-TZVPD" e_homo_ev=-12.809 e_above_lowest_ev=4.211 spin_multiplicity=1 max_force_ev_per_a=4.4 total_charge=+1
C -1.396 -0.134 0.270
C -0.972 0.625 1.414
C -0.789 -0.052 -0.938
C -0.478 0.570 -2.012
C 0.640 -2.125 -1.857
C 0.464 2.205 2.647
N 0.753 -1.650 -0.694
N -0.082 1.555 1.438
O 1.078 -3.390 -2.119
H -2.214 -0.925 0.576
H -1.497 0.556 2.399
H 0.465 0.102 -2.466
H -0.842 1.486 -2.446
H 0.222 -1.657 -2.675
H 0.045 3.186 2.943
H 0.476 1.464 3.495
H 1.579 2.343 2.572
H 1.159 -2.369 -0.007
H 0.369 1.772 0.531
H 1.022 -3.562 -3.071

***

20
Properties=species:S:1:pos:R:3 method="wB97M-V/def2-TZVPD" e_homo_ev=-13.787 smiles="CC(C)(C)N=[N+]=CC=S" e_above_lowest_ev=5.455 spin_multiplicity=1 max_force_ev_per_a=5.4 total_charge=+1
C 1.292 1.206 0.179
C 0.252 -0.031 0.270
C 0.981 -1.401 0.206
C -0.420 0.129 1.640
N -0.642 -0.022 -0.748
N -0.908 -0.485 -1.816
C -1.622 -0.099 -2.840
C -2.013 1.319 -2.778
S -1.829 2.242 -1.419
H 0.868 2.170 0.516
H 2.278 1.054 0.621
H 1.548 1.217 -0.871
H 0.424 -2.195 0.835
H 1.122 -1.785 -0.837
H 1.805 -1.121 0.783
H 0.465 0.232 2.266
H -1.023 0.980 1.905
H -1.035 -0.732 1.871
H -1.882 -0.715 -3.645
H -2.690 1.770 -3.607

***

20
Properties=species:S:1:pos:R:3 method="wB97M-V/def2-TZVPD" e_homo_ev="-12.482 / -12.483" e_above_lowest_ev=4.575 spin_multiplicity=1 max_force_ev_per_a=4.1 total_charge=+1
C 0.645 -0.438 -0.474
C 1.411 -2.362 0.600
C 0.002 0.648 0.282
C 0.197 0.595 1.713
C -1.007 1.547 -1.841
C -0.782 1.812 -0.339
N 1.668 -1.166 0.249
N 0.224 -2.911 0.175
S -0.847 -1.835 -0.654
H 0.948 -0.458 -1.492
H 2.051 -3.031 1.196
H 1.031 1.149 2.206
H 0.432 -0.320 2.241
H -0.683 1.132 2.148
H -0.354 2.246 -2.282
H -2.021 1.757 -2.119
H -0.808 0.595 -2.106
H -1.686 2.174 0.287
H -0.111 2.696 -0.158
H -0.311 -3.830 0.368